Entry 1:
{
  "formula": "C24H42O16S",
  "method": "ωB97M-V with the def2-TZVPD basis set",
  "elements": ["C", "C", "O", "C", "C", "O", "C", "O", "S", "O", "O", "O", "C", "C", "C", "C", "C", "C", "O", "C", "H", "H", "H", "H", "H", "H", "H", "H", "H", "H", "H", "H", "H", "H", "H", "H", "H", "H", "H", "H", "H", "H", "H", "H", "C", "C", "C", "O", "C", "O", "O", "H", "H", "H", "H", "H", "H", "C", "C", "C", "O", "C", "O", "O", "H", "H", "H", "H", "H", "H", "C", "C", "C", "O", "C", "O", "O", "H", "H", "H", "H", "H", "H"],
  "coordinates": [[6.98, -0.79, -1.36], [5.46, -0.49, -1.92], [4.68, 0.44, -1.09], [4.80, 1.84, -1.57], [3.30, 2.55, -1.44], [2.72, 2.94, -2.74], [1.50, 2.16, -3.05], [1.26, 2.55, -4.48], [-0.45, 2.35, -4.74], [-1.23, 3.64, -5.20], [-0.44, 1.19, -5.81], [-0.95, 1.89, -3.15], [0.08, 2.56, -2.34], [-0.06, 2.63, -0.71], [0.00, 1.18, 0.05], [-1.29, 0.20, -0.22], [-0.72, -1.36, -0.06], [-0.32, -1.99, -1.55], [-0.62, -3.43, -1.52], [-1.08, -3.93, -2.83], [7.00, -1.12, -0.22], [7.40, -1.74, -1.96], [7.72, 0.10, -1.53], [5.45, -0.20, -3.08], [4.88, -1.53, -1.88], [5.28, 1.94, -2.63], [5.47, 2.39, -0.75], [3.34, 3.51, -0.75], [2.60, 1.73, -0.96], [1.60, 0.98, -3.17], [-0.02, 3.72, -2.64], [0.81, 3.33, -0.29], [-1.06, 3.18, -0.45], [0.00, 1.41, 1.22], [0.97, 0.54, -0.15], [-1.86, 0.38, -1.22], [-2.04, 0.38, 0.68], [-1.58, -2.05, 0.41], [0.25, -1.42, 0.58], [0.83, -1.78, -1.72], [-0.92, -1.38, -2.35], [-1.57, -3.11, -3.51], [-1.91, -4.74, -2.61], [-0.17, -4.44, -3.39], [-1.45, 3.32, 6.24], [-1.46, 3.07, 4.74], [-2.71, 3.54, 4.06], [-2.76, 2.71, 2.92], [-2.12, 1.55, 3.26], [-2.13, 0.53, 2.59], [-1.47, 1.69, 4.45], [-0.64, 2.74, 6.71], [-1.31, 4.38, 6.46], [-2.38, 2.98, 6.70], [-0.56, 3.51, 4.28], [-2.66, 4.60, 3.77], [-3.62, 3.38, 4.65], [-0.16, -1.94, 8.21], [-0.37, -0.53, 8.73], [-0.95, -0.47, 10.11], [-1.59, 0.79, 10.12], [-1.93, 1.06, 8.82], [-2.66, 1.97, 8.47], [-1.35, 0.16, 7.97], [0.02, -1.92, 7.13], [0.68, -2.42, 8.70], [-1.06, -2.55, 8.36], [0.57, 0.04, 8.66], [-0.18, -0.52, 10.89], [-1.70, -1.24, 10.30], [-2.01, -1.97, -7.97], [-1.87, -3.40, -7.49], [-2.42, -4.42, -8.44], [-2.74, -5.49, -7.58], [-3.00, -4.94, -6.35], [-3.48, -5.55, -5.42], [-2.65, -3.62, -6.33], [-1.82, -1.27, -7.15], [-1.31, -1.76, -8.79], [-3.02, -1.77, -8.33], [-0.82, -3.61, -7.24], [-1.69, -4.73, -9.20], [-3.34, -4.09, -8.94]],
  "de_lowest_ev": 7.9797,
  "smiles": "CCOCCO[C@@H]1OS(=O)(=O)O[C@H]1CCCCCOC.C[C@@H]1COC(=O)O1.C[C@@H]1COC(=O)O1.C[C@@H]1COC(=O)O1",
  "energy_ha": -2541.39585,
  "lumo_ev": 0.15,
  "homo_ev": -9.1820
}

***

Entry 2:
{
  "formula": "C30H37FINO7",
  "method": "ωB97M-V with the def2-TZVPD basis set",
  "elements": ["O", "C", "C", "C", "C", "O", "C", "C", "C", "C", "F", "C", "I", "C", "C", "C", "C", "N", "C", "C", "H", "H", "H", "H", "H", "H", "H", "C", "C", "C", "O", "H", "H", "H", "H", "H", "H", "C", "C", "C", "O", "H", "H", "H", "H", "H", "H", "C", "C", "C", "O", "H", "H", "H", "H", "H", "H", "C", "C", "C", "O", "H", "H", "H", "H", "H", "H", "C", "C", "C", "O", "H", "H", "H", "H", "H", "H"],
  "coordinates": [[2.64, -3.24, -1.73], [1.51, -3.23, -1.27], [0.96, -4.34, -0.42], [-0.33, -4.64, -0.51], [-1.19, -3.88, -1.50], [-2.05, -4.48, -2.11], [-0.83, -2.42, -1.67], [0.52, -2.11, -1.55], [1.00, -0.83, -1.64], [0.08, 0.16, -1.85], [0.51, 1.43, -1.91], [-1.26, -0.11, -2.00], [-2.48, 1.60, -2.37], [-1.76, -1.41, -1.91], [-3.22, -1.67, -2.06], [-4.15, -1.01, -1.24], [-5.49, -1.24, -1.41], [-6.10, -2.07, -2.26], [-5.18, -2.68, -3.02], [-3.81, -2.53, -2.99], [1.58, -4.89, 0.30], [-0.78, -5.42, 0.10], [2.05, -0.56, -1.55], [-3.81, -0.31, -0.48], [-6.17, -0.66, -0.77], [-5.58, -3.39, -3.75], [-3.19, -3.09, -3.69], [-5.56, -2.79, 1.89], [-4.53, -1.78, 2.34], [-3.85, -2.03, 3.66], [-4.26, -0.81, 1.66], [-5.97, -2.49, 0.93], [-5.10, -3.77, 1.79], [-6.37, -2.84, 2.62], [-3.31, -2.98, 3.63], [-4.59, -2.05, 4.46], [-3.13, -1.24, 3.85], [1.13, 6.50, -1.14], [0.44, 5.30, -0.53], [1.32, 4.12, -0.16], [-0.75, 5.28, -0.36], [0.39, 7.26, -1.36], [1.86, 6.91, -0.44], [1.63, 6.21, -2.07], [2.05, 4.43, 0.59], [1.82, 3.74, -1.05], [0.70, 3.34, 0.26], [2.04, -1.47, 1.93], [0.55, -1.47, 2.15], [0.02, -0.63, 3.28], [-0.20, -2.12, 1.45], [2.28, -2.12, 1.09], [2.38, -0.46, 1.71], [2.54, -1.85, 2.82], [0.29, 0.42, 3.12], [0.45, -0.97, 4.23], [-1.06, -0.72, 3.33], [6.17, -1.12, 5.27], [4.71, -1.40, 5.52], [4.37, -2.60, 6.37], [3.84, -0.69, 5.07], [6.26, -0.23, 4.65], [6.68, -0.95, 6.22], [6.62, -1.97, 4.75], [4.81, -2.50, 7.36], [4.74, -3.51, 5.89], [3.29, -2.68, 6.47], [3.45, 5.48, -6.05], [2.21, 6.11, -5.47], [0.90, 5.39, -5.72], [2.25, 7.14, -4.84], [4.32, 6.09, -5.79], [3.60, 4.48, -5.63], [3.38, 5.42, -7.13], [0.93, 4.39, -5.29], [0.71, 5.33, -6.80], [0.09, 5.95, -5.26]],
  "smiles": "O=C1C=CC(=O)c2c1cc(F)c(I)c2-c1ccncc1.CC(C)=O.CC(C)=O.CC(C)=O.CC(C)=O.CC(C)=O",
  "energy_ha": -2144.30613,
  "lumo_ev": -0.71,
  "homo_ev": -8.9157
}

***

Entry 3:
{
  "formula": "C4H6O2",
  "method": "ωB97M-V with the def2-TZVPD basis set",
  "elements": ["C", "C", "C", "O", "C", "O", "H", "H", "H", "H", "H", "H"],
  "coordinates": [[-0.58, -0.33, 0.47], [-0.61, 0.81, -0.28], [0.37, 1.88, -0.04], [1.21, 1.83, 0.82], [0.43, -1.57, -0.22], [0.38, -2.53, 0.58], [-1.54, -0.80, 0.60], [-0.11, -0.12, 1.43], [-1.28, 0.93, -1.11], [0.01, -1.77, -1.22], [0.30, 2.75, -0.71], [1.41, -1.09, -0.34]],
  "de_lowest_ev": 4.6020,
  "energy_ha": -306.33717,
  "lumo_ev": -2.41,
  "homo_ev": -9.4850
}

***

Entry 4:
{
  "formula": "C2H4ClFO",
  "method": "ωB97M-V with the def2-TZVPD basis set",
  "elements": ["C", "C", "O", "F", "Cl", "H", "H", "H", "H"],
  "coordinates": [[0.44, 0.13, 0.40], [-2.22, -0.35, -0.36], [-0.83, 0.65, 0.44], [-2.11, -1.53, 0.22], [-3.63, 0.49, 0.01], [1.08, 1.01, 0.56], [0.71, -0.31, -0.57], [0.62, -0.59, 1.20], [-1.90, -0.38, -1.40]],
  "de_lowest_ev": 2.0842,
  "energy_ha": -713.81200,
  "lumo_ev": 0.84,
  "homo_ev": -9.7372
}

***

Entry 5:
{
  "formula": "C5H9NO",
  "method": "ωB97M-V with the def2-TZVPD basis set",
  "elements": ["C", "C", "C", "C", "C", "N", "O", "H", "H", "H", "H", "H", "H", "H", "H", "H"],
  "coordinates": [[-1.49, -1.32, -0.06], [-0.60, -0.23, -0.64], [-0.78, 1.30, -0.33], [0.72, 1.39, 0.07], [0.75, -0.11, 0.00], [1.48, -1.05, 0.44], [2.62, -0.55, 1.08], [-2.43, -1.45, -0.62], [-1.73, -1.13, 0.99], [-0.93, -2.26, -0.10], [-0.50, -0.37, -1.73], [-1.09, 1.92, -1.17], [-1.45, 1.50, 0.51], [0.96, 1.83, 1.04], [1.35, 1.86, -0.70], [3.13, -1.35, 1.23]],
  "de_lowest_ev": 2.9267,
  "smiles": "C[C@H]1CC/C1=N\\O",
  "energy_ha": -325.83000,
  "lumo_ev": 1.08,
  "homo_ev": -9.3966
}

***

Entry 6:
{
  "formula": "C20H24N2O3S",
  "method": "ωB97M-V with the def2-TZVPD basis set",
  "elements": ["C", "C", "O", "C", "C", "C", "C", "C", "S", "C", "N", "C", "C", "C", "C", "C", "O", "C", "C", "C", "N", "C", "C", "O", "C", "C", "H", "H", "H", "H", "H", "H", "H", "H", "H", "H", "H", "H", "H", "H", "H", "H", "H", "H", "H", "H", "H", "H", "H", "H"],
  "coordinates": [[3.36, 1.05, -0.80], [3.47, -0.45, -1.05], [2.41, -1.19, -0.48], [1.17, -1.10, -1.03], [0.86, -0.52, -2.25], [-0.46, -0.44, -2.68], [-1.48, -0.96, -1.91], [-2.91, -0.71, -2.26], [-3.75, 0.10, -0.83], [-2.41, 1.13, -0.31], [-1.77, 1.79, -1.25], [-0.70, 2.51, -0.93], [-0.03, 3.22, -2.06], [-0.24, 2.60, 0.38], [-0.90, 1.92, 1.39], [-0.40, 1.99, 2.81], [0.99, 1.89, 2.91], [1.47, 0.58, 2.70], [-2.02, 1.15, 1.04], [-2.69, 0.34, 1.99], [-3.19, -0.37, 2.74], [-1.17, -1.61, -0.72], [0.13, -1.68, -0.26], [0.53, -2.22, 0.92], [-0.41, -2.89, 1.74], [-0.77, -4.28, 1.22], [2.45, 1.45, -1.24], [4.22, 1.56, -1.23], [3.34, 1.24, 0.27], [4.37, -0.85, -0.56], [3.56, -0.66, -2.13], [1.63, -0.10, -2.87], [-0.69, 0.05, -3.62], [-3.48, -1.63, -2.40], [-3.01, -0.07, -3.13], [0.78, 3.85, -1.70], [-0.76, 3.84, -2.59], [0.35, 2.49, -2.77], [0.64, 3.17, 0.62], [-0.65, 2.98, 3.22], [-0.90, 1.23, 3.42], [1.02, -0.12, 3.41], [2.55, 0.62, 2.86], [1.27, 0.22, 1.69], [-1.98, -2.01, -0.13], [-1.31, -2.28, 1.89], [0.10, -2.98, 2.71], [0.13, -4.88, 1.12], [-1.45, -4.76, 1.92], [-1.25, -4.21, 0.25]],
  "de_lowest_ev": 3.0998,
  "smiles": "CCOc1ccc(CSc2nc(C)cc(COC)c2C#N)cc1OCC",
  "energy_ha": -1509.90182,
  "lumo_ev": 0.24,
  "homo_ev": -8.0166
}

***

Entry 7:
{
  "formula": "C7H10",
  "method": "ωB97M-V with the def2-TZVPD basis set",
  "elements": ["C", "C", "C", "C", "C", "C", "C", "H", "H", "H", "H", "H", "H", "H", "H", "H", "H"],
  "coordinates": [[-2.65, -1.06, -0.16], [-1.83, -0.27, -0.54], [-0.94, 0.78, -1.08], [0.38, 1.08, -0.36], [1.64, 0.31, -0.63], [1.05, 0.29, 0.74], [0.54, -0.99, 1.35], [-3.36, -1.77, 0.21], [-0.73, 0.55, -2.13], [-1.52, 1.71, -1.10], [0.53, 2.15, -0.26], [2.56, 0.87, -0.82], [1.54, -0.60, -1.22], [1.56, 0.93, 1.47], [1.37, -1.55, 1.79], [-0.20, -0.80, 2.14], [0.06, -1.64, 0.61]],
  "de_lowest_ev": 2.6932,
  "smiles": "C#CC[C@@H]1C[C@@H]1C",
  "energy_ha": -272.61903,
  "lumo_ev": 1.10,
  "homo_ev": -9.7615
}

***

Entry 8:
{
  "formula": "C6H14O2",
  "method": "ωB97M-V with the def2-TZVPD basis set",
  "elements": ["C", "C", "C", "C", "C", "C", "H", "H", "H", "H", "H", "H", "H", "H", "H", "H", "H", "H", "O", "H", "H", "O"],
  "coordinates": [[-0.78, -2.10, 1.49], [-0.40, -0.65, 1.67], [-0.25, -0.14, 2.90], [-0.03, 1.64, 0.58], [-0.13, 0.17, 0.51], [0.21, -0.38, -0.76], [-0.68, -2.67, 2.42], [-1.86, -2.20, 1.32], [-0.12, -2.58, 0.80], [0.16, 0.85, 3.02], [-0.44, -0.77, 3.76], [-0.61, 2.08, -0.23], [1.01, 1.90, 0.41], [1.26, -0.48, -1.06], [-0.16, -1.40, -0.85], [-0.26, 0.21, -1.56], [0.24, -0.31, -4.24], [-0.29, 2.00, 1.58], [0.40, -0.43, -3.30], [1.32, 2.42, -3.08], [0.70, 0.90, -2.87], [0.73, 1.92, -2.51]],
  "de_lowest_ev": 5.1285,
  "energy_ha": -387.31904,
  "lumo_ev": -2.45,
  "homo_ev": -7.5164
}

***

Entry 9:
{
  "formula": "C17H20N5O3Pm",
  "method": "ωB97M-V with the def2-TZVPD basis set",
  "elements": ["Pm", "N", "C", "N", "C", "N", "C", "C", "N", "C", "C", "N", "H", "H", "H", "H", "H", "C", "O", "H", "H", "H", "H", "C", "C", "C", "C", "C", "C", "C", "C", "C", "C", "O", "O", "H", "H", "H", "H", "H", "H", "H", "H", "H", "H", "H"],
  "coordinates": [[1.69, -0.36, -0.31], [6.33, -0.73, -0.33], [5.25, -0.84, -1.09], [4.17, -0.70, -0.32], [4.70, -0.51, 0.94], [6.01, -0.52, 0.96], [3.89, -0.36, 2.16], [4.47, -0.30, 3.42], [3.74, -0.17, 4.52], [2.42, -0.13, 4.38], [1.82, -0.23, 3.13], [2.55, -0.33, 2.02], [7.30, -0.79, -0.61], [5.27, -1.01, -2.15], [5.55, -0.35, 3.53], [1.82, -0.03, 5.27], [0.74, -0.23, 3.01], [0.96, 2.69, -0.69], [2.24, 2.00, -0.51], [1.06, 3.75, -0.48], [0.26, 2.26, 0.03], [0.60, 2.54, -1.71], [2.96, 2.59, -0.78], [-6.40, -0.09, -1.60], [-4.93, -0.20, -1.35], [-4.08, -0.59, -2.35], [-2.73, -0.72, -2.16], [-1.92, -1.23, -3.33], [-2.19, -0.42, -0.87], [-3.05, -0.03, 0.19], [-2.60, 0.29, 1.59], [-4.39, 0.07, -0.08], [-0.79, -0.53, -0.67], [-0.23, -0.64, 0.52], [0.06, -0.51, -1.66], [-6.62, -0.01, -2.66], [-6.83, 0.76, -1.08], [-6.90, -0.99, -1.22], [-4.49, -0.84, -3.33], [-2.58, -1.73, -4.03], [-1.14, -1.93, -3.03], [-1.43, -0.41, -3.86], [-1.75, 0.97, 1.61], [-2.30, -0.61, 2.12], [-3.42, 0.75, 2.15], [-5.06, 0.38, 0.72]],
  "de_lowest_ev": 0.3444,
  "spin_multiplicity": 5,
  "energy_ha": -1767.23506,
  "charge": 2,
  "lumo_ev": [-6.79, -6.68],
  "homo_ev": [-14.2534, -14.2537]
}

***

Entry 10:
{
  "formula": "C5H7N5O3P",
  "method": "ωB97M-V with the def2-TZVPD basis set",
  "elements": ["C", "C", "C", "C", "C", "N", "N", "N", "N", "N", "O", "O", "O", "P", "H", "H", "H", "H", "H", "H", "H"],
  "coordinates": [[-2.07, 1.23, -0.62], [2.09, 1.13, 0.70], [0.09, 1.46, -0.11], [-1.12, -0.63, 0.56], [0.08, 0.24, 0.57], [-1.01, 1.93, -0.73], [-2.19, 0.01, -0.01], [1.37, 0.03, 1.05], [1.33, 1.95, -0.07], [-1.06, -1.84, 1.02], [2.08, -0.44, -1.54], [1.26, -2.33, 0.07], [-0.29, -1.34, -1.69], [1.02, -1.31, -1.10], [-2.78, 1.59, -1.35], [3.11, 1.47, 0.76], [-3.09, -0.36, -0.25], [1.47, -0.71, 1.71], [1.49, 2.84, -0.52], [-0.01, -2.34, 0.51], [-1.77, -2.55, 1.05]],
  "spin_multiplicity": 3,
  "energy_ha": -1035.25527,
  "charge": 1,
  "lumo_ev": [-4.50, -8.10],
  "homo_ev": [-10.4040, -14.1746]
}

***

Entry 11:
{
  "formula": "C12H32B4O11",
  "method": "ωB97M-V with the def2-TZVPD basis set",
  "elements": ["C", "C", "O", "C", "B", "O", "B", "C", "O", "B", "O", "B", "O", "O", "O", "H", "H", "H", "H", "H", "H", "H", "H", "H", "H", "H", "H", "C", "O", "C", "C", "O", "C", "H", "H", "H", "H", "H", "H", "H", "H", "H", "H", "C", "O", "C", "C", "O", "C", "H", "H", "H", "H", "H", "H", "H", "H", "H", "H"],
  "coordinates": [[2.61, -2.15, 1.00], [2.76, -1.12, -0.07], [2.32, 0.15, 0.42], [2.03, 1.07, -0.65], [0.49, 0.90, -0.93], [-0.42, 1.62, -0.16], [-1.18, 0.64, 0.48], [-1.07, 0.37, 2.01], [-1.98, -0.12, -0.38], [-1.15, -0.68, -1.33], [-1.43, -1.94, -1.81], [-0.91, -2.92, -0.94], [-1.62, -3.36, 0.14], [0.35, -3.39, -1.22], [-0.07, 0.01, -1.84], [3.31, -2.01, 1.81], [1.60, -2.15, 1.40], [2.76, -3.14, 0.58], [3.81, -1.00, -0.36], [2.22, -1.42, -0.97], [2.68, 0.91, -1.51], [2.19, 2.06, -0.24], [-0.43, 1.13, 2.45], [-0.55, -0.58, 2.15], [-2.03, 0.28, 2.51], [-1.61, -2.69, 0.84], [0.41, -3.45, -2.19], [-2.16, 3.34, 7.16], [-2.93, 4.42, 6.67], [-2.47, 4.93, 5.43], [-3.27, 4.39, 4.26], [-3.11, 2.99, 4.11], [-4.19, 2.25, 4.66], [-2.75, 2.83, 7.93], [-1.92, 2.62, 6.38], [-1.23, 3.71, 7.61], [-1.40, 4.71, 5.30], [-2.59, 6.02, 5.47], [-2.90, 4.86, 3.35], [-4.32, 4.66, 4.37], [-5.05, 2.28, 3.99], [-4.48, 2.62, 5.64], [-3.85, 1.22, 4.77], [2.23, -2.24, -7.46], [2.49, -1.19, -6.54], [1.41, -0.93, -5.66], [1.60, -1.58, -4.31], [1.59, -3.00, -4.40], [2.89, -3.57, -4.40], [3.18, -2.57, -7.88], [1.74, -3.09, -6.98], [1.60, -1.87, -8.28], [0.46, -1.25, -6.11], [1.37, 0.16, -5.52], [0.76, -1.30, -3.67], [2.52, -1.23, -3.84], [3.31, -3.58, -3.39], [3.57, -3.02, -5.06], [2.81, -4.59, -4.76]],
  "energy_ha": -1403.82101,
  "lumo_ev": 0.42,
  "homo_ev": -9.3475
}

***

Entry 12:
{
  "formula": "C3H5NO2",
  "method": "ωB97M-V with the def2-TZVPD basis set",
  "elements": ["O", "C", "N", "C", "C", "O", "H", "H", "H", "H", "H"],
  "coordinates": [[2.00, -0.73, -0.34], [0.88, -0.51, 0.07], [-0.24, -1.26, 0.25], [-1.15, -0.16, -0.07], [0.13, 0.79, 0.25], [0.69, 1.83, -0.47], [-0.36, -2.25, 0.36], [-2.05, -0.16, 0.57], [-1.46, -0.14, -1.13], [0.00, 1.10, 1.30], [1.55, 1.49, -0.79]],
  "de_lowest_ev": 1.6164,
  "smiles": "O=C1NC[C@@H]1O",
  "energy_ha": -322.51493,
  "lumo_ev": 0.87,
  "homo_ev": -10.1958
}

***

Entry 13:
{
  "formula": "C6H12O",
  "method": "ωB97M-V with the def2-TZVPD basis set",
  "elements": ["C", "C", "C", "C", "C", "C", "H", "H", "H", "H", "H", "H", "H", "H", "H", "H", "O", "H", "H"],
  "coordinates": [[0.74, 2.93, 1.63], [0.09, 2.72, 0.49], [-1.10, 1.80, 0.34], [-0.71, 0.50, -0.32], [-1.06, -0.65, 0.23], [-0.03, 0.55, -1.66], [0.37, 2.50, 2.55], [1.63, 3.53, 1.66], [0.53, 3.05, -0.44], [-1.53, 1.57, 1.32], [-1.85, 2.34, -0.25], [-0.95, -1.63, -0.21], [-1.68, -0.69, 1.12], [1.00, 0.89, -1.60], [-0.02, -0.43, -2.12], [-0.55, 1.21, -2.35], [1.63, -7.10, -0.03], [1.01, -6.37, -0.07], [2.48, -6.72, -0.27]],
  "de_lowest_ev": 1.6383,
  "smiles": "C=CCC(=C)C.O",
  "energy_ha": -310.99906,
  "lumo_ev": 0.71,
  "homo_ev": -9.4566
}